1.
{
  "formula": "C5H14",
  "method": "ωB97M-V/def2-TZVPD",
  "elements": ["C", "C", "H", "H", "H", "H", "H", "H", "C", "C", "C", "H", "H", "H", "H", "H", "H", "H", "H"],
  "positions_angstrom": [[1.64178, -2.93022, 0.52862], [0.93395, -2.53820, -0.72934], [1.57710, -4.04549, 0.43089], [2.76102, -2.61869, 0.72794], [0.95105, -2.59983, 1.42484], [-0.06040, -2.09673, -0.63739], [0.92007, -3.45128, -1.35589], [1.64207, -1.67536, -1.28889], [-0.68147, 1.94812, 0.57482], [-0.31695, 1.18728, -0.85744], [-1.90936, 2.87584, 0.62964], [-0.65267, 1.22236, 1.25350], [0.27222, 2.48973, 0.70146], [0.39800, 0.32348, -0.59550], [-2.86194, 2.32214, 0.36962], [-1.93209, 3.38493, 1.62704], [-1.57751, 3.79976, 0.16064], [-1.06999, 0.63836, -1.24934], [-0.03488, 1.76382, -1.71523]],
  "mulliken_spin": [0.07, 0.07, 0.04, 0.03, 0.01, 0.00, 0.01, 0.11, 0.16, 0.25, 0.06, 0.01, 0.02, 0.03, 0.01, 0.11, 0.02, 0.00, 0.00],
  "orbital_gap_ev": [13.026, 3.098],
  "total_charge": 1,
  "e_lumo_ev": [-2.71, -11.12],
  "spin_multiplicity": 2,
  "homo_energy_ev": [-15.7, -14.2]
}


2.
{
  "formula": "C12H13N4O2Pt",
  "method": "ωB97M-V/def2-TZVPD",
  "elements": ["Pt", "N", "C", "C", "O", "O", "H", "H", "H", "H", "N", "C", "C", "C", "C", "C", "N", "C", "C", "C", "C", "C", "N", "H", "H", "H", "H", "H", "H", "H", "H", "H"],
  "positions_angstrom": [[0.14876, -0.08400, 0.01933], [2.52012, 0.46131, 0.11665], [2.74444, 1.86025, 0.38889], [1.32875, 2.69079, 0.05280], [1.64288, 3.85255, -0.04077], [0.26998, 2.04775, -0.02156], [2.92613, -0.09208, 0.86955], [2.97830, 0.18563, -0.74968], [3.51284, 2.33179, -0.21513], [2.84533, 2.07705, 1.45086], [-2.37181, -2.33853, 0.04699], [-2.88771, -1.09330, 0.00976], [-4.30685, -0.99625, 0.02192], [-4.90903, 0.24605, -0.03686], [-4.08542, 1.35586, -0.10542], [-2.68441, 1.18647, -0.10482], [-2.08434, 0.00434, -0.04522], [-1.09902, -2.93296, 0.00572], [-1.10904, -4.32621, 0.00436], [0.09318, -5.01734, -0.05159], [1.26504, -4.28488, -0.11027], [1.19153, -2.90045, -0.09940], [0.04156, -2.20860, -0.03647], [-3.09265, -3.05488, 0.09007], [-4.89665, -1.90422, 0.07215], [-5.98776, 0.33937, -0.03194], [-4.48136, 2.36226, -0.15674], [-2.03878, 2.05450, -0.15253], [-2.05025, -4.86042, 0.04183], [0.10092, -6.09981, -0.05184], [2.23541, -4.75963, -0.16281], [2.09512, -2.30908, -0.14712]],
  "mulliken_spin": [1.63, 0.10, 0.20, 0.01, 0.72, 0.11, 0.00, -0.01, 0.00, 0.00, 0.30, 0.06, 0.16, -0.06, 0.19, 0.13, 0.15, -0.07, 0.12, -0.02, 0.06, 0.07, 0.10, -0.02, 0.00, 0.00, 0.00, 0.03, 0.00, 0.00, 0.00, 0.01],
  "orbital_gap_ev": [8.963, 6.132],
  "total_charge": 3,
  "e_lumo_ev": [-10.29, -14.04],
  "spin_multiplicity": 5,
  "homo_energy_ev": [-19.3, -20.2]
}


3.
{
  "formula": "C32H49BrClGdO2P",
  "method": "ωB97M-V/def2-TZVPD",
  "elements": ["Gd", "P", "Cl", "C", "H", "H", "C", "C", "C", "H", "C", "H", "H", "C", "H", "H", "C", "H", "H", "C", "H", "H", "H", "H", "C", "C", "H", "C", "H", "H", "C", "H", "H", "C", "H", "H", "C", "H", "H", "H", "H", "C", "H", "C", "H", "H", "C", "H", "H", "C", "H", "H", "C", "H", "H", "H", "H", "C", "C", "H", "C", "H", "C", "H", "H", "C", "H", "H", "C", "H", "H", "H", "H", "Br", "C", "C", "C", "C", "C", "C", "C", "O", "O", "H", "H", "H", "H"],
  "positions_angstrom": [[-0.06412, 0.01603, 1.12346], [0.03328, 0.58443, -1.16094], [0.77218, 2.22293, 1.43926], [-1.76322, 0.67413, 1.24976], [-2.69212, 0.09503, 1.22436], [-1.88832, 1.74483, 1.45236], [1.85718, 0.83043, -1.41854], [-0.80442, 2.22653, -1.42714], [2.40138, 0.91893, -2.85304], [2.00948, 1.79563, -0.91374], [3.89708, 1.27183, -2.83064], [2.27378, -0.04767, -3.35694], [1.84978, 1.66153, -3.43594], [4.69828, 0.24763, -2.01744], [4.27808, 1.32843, -3.85734], [4.02208, 2.26893, -2.38634], [4.14318, 0.11873, -0.59374], [4.64498, -0.73007, -2.51834], [5.75688, 0.53113, -1.98684], [2.64708, -0.21827, -0.60844], [4.68958, -0.64927, -0.03444], [4.28008, 1.06603, -0.05604], [2.49298, -1.21697, -1.03834], [2.28838, -0.25007, 0.43326], [-0.65002, -0.53257, -2.49684], [-2.32392, 2.07883, -1.61894], [-0.64072, 2.68153, -0.44174], [-3.00302, 3.45123, -1.51164], [-2.55512, 1.64253, -2.59844], [-2.73142, 1.39723, -0.86124], [-2.40662, 4.43773, -2.52394], [-4.08312, 3.34603, -1.66914], [-2.86072, 3.84163, -0.49504], [-0.88892, 4.56283, -2.34284], [-2.62342, 4.08513, -3.54294], [-2.88202, 5.42023, -2.42044], [-0.19072, 3.19723, -2.45074], [-0.47022, 5.25093, -3.08694], [-0.67552, 4.98943, -1.35344], [-0.29172, 2.81733, -3.47434], [0.87858, 3.32033, -2.25194], [0.04118, -1.90667, -2.57464], [-1.68692, -0.69707, -2.16214], [-0.70722, -2.84857, -3.52884], [1.06998, -1.77077, -2.93124], [0.10188, -2.36797, -1.58914], [-0.83822, -2.24347, -4.93014], [-0.18942, -3.81387, -3.57344], [-1.70902, -3.04377, -3.11994], [-1.48762, -0.85727, -4.86354], [0.16128, -2.15147, -5.37884], [-1.41902, -2.90777, -5.58074], [-0.72032, 0.07563, -3.91424], [-1.53302, -0.40647, -5.86214], [-2.52422, -0.95517, -4.51034], [0.29388, 0.22433, -4.29854], [-1.20162, 1.05433, -3.89744], [0.03398, -2.42017, 0.90956], [-1.27842, -2.05387, 0.68806], [0.75178, -2.33777, 0.09716], [-2.36512, -2.43337, 1.66096], [-1.59662, -1.77427, -0.31174], [-1.80732, -2.78727, 3.04186], [-3.11612, -1.63747, 1.73706], [-2.90072, -3.29947, 1.23926], [-0.69832, -3.83437, 2.89776], [-1.39862, -1.88477, 3.51006], [-2.61252, -3.16447, 3.68216], [0.47228, -3.30007, 2.05426], [-0.32842, -4.14207, 3.88146], [-1.11932, -4.72957, 2.41906], [1.17798, -2.75537, 2.68796], [1.02848, -4.13797, 1.61036], [-2.14082, 1.04383, 5.10646], [-0.70702, 0.37213, 6.20206], [-0.90362, 0.48553, 7.58426], [0.07198, 0.05053, 8.47816], [1.25968, -0.49797, 8.00006], [1.47818, -0.61047, 6.62416], [0.50638, -0.18507, 5.69996], [0.78768, -0.31317, 4.24216], [1.98748, -0.62347, 3.80726], [-0.17222, -0.08057, 3.38436], [-1.82002, 0.91893, 7.96816], [-0.09462, 0.14493, 9.54396], [2.01418, -0.83417, 8.69746], [2.41318, -1.04087, 6.28386]],
  "mulliken_spin": [7.36, -0.05, -0.03, -0.32, 0.03, 0.00, 0.00, 0.01, 0.00, 0.01, 0.00, 0.00, 0.00, 0.00, 0.00, 0.00, 0.00, 0.00, 0.00, 0.00, 0.00, 0.00, 0.00, 0.02, 0.01, 0.03, -0.01, 0.00, 0.00, -0.02, 0.00, 0.00, 0.00, 0.00, 0.00, 0.00, 0.00, 0.00, 0.00, 0.00, 0.00, 0.01, 0.00, 0.00, 0.00, 0.00, 0.00, 0.00, 0.00, 0.00, 0.00, 0.00, 0.00, 0.00, 0.00, 0.00, 0.00, 0.01, 0.00, 0.01, 0.00, 0.00, 0.00, 0.00, 0.00, 0.00, 0.00, 0.00, -0.01, 0.00, 0.00, 0.00, 0.00, 0.00, 0.00, 0.00, 0.00, 0.00, 0.00, 0.00, -0.01, 0.00, -0.05, 0.00, 0.00, 0.00, 0.00],
  "orbital_gap_ev": [5.336, 5.664],
  "total_charge": -1,
  "e_lumo_ev": [2.45, 2.45],
  "spin_multiplicity": 8,
  "homo_energy_ev": [-2.9, -3.2]
}


4.
{
  "formula": "C4H9N3O2",
  "method": "ωB97M-V/def2-TZVPD",
  "elements": ["C", "C", "C", "C", "N", "N", "O", "N", "O", "H", "H", "H", "H", "H", "H", "H", "H", "H"],
  "positions_angstrom": [[-0.11379, 0.06909, -0.92539], [-0.55128, -0.90676, -1.92872], [0.05244, -0.34628, 0.50266], [1.49619, 0.19249, 0.93269], [-2.35227, 0.30222, 0.43778], [1.67313, 1.55207, 0.89111], [-1.03406, 0.77522, 0.80539], [2.44022, -0.61490, 1.16069], [-0.18708, -1.56091, 0.74964], [0.47675, 0.91660, -1.27176], [-2.59123, -0.41722, 1.12214], [-2.94013, 1.10656, 0.64236], [0.86543, 2.11116, 1.11754], [2.54818, 1.87599, 1.27702], [2.11809, -1.57794, 1.06516], [0.32059, -1.44864, -2.31870], [-1.00347, -0.38375, -2.77572], [-1.21773, -1.64500, -1.48389]],
  "nbo_charge": [0.34, -0.75, 0.38, 0.39, -0.54, -0.84, -0.43, -0.69, -0.76, 0.20, 0.36, 0.35, 0.40, 0.40, 0.37, 0.30, 0.24, 0.28],
  "orbital_gap_ev": [7.107, 7.107],
  "e_lumo_ev": [-1.47, -1.47],
  "spin_multiplicity": 1,
  "homo_energy_ev": [-8.6, -8.6]
}


5.
{
  "formula": "C4H8N4",
  "method": "ωB97M-V/def2-TZVPD",
  "elements": ["C", "C", "C", "N", "C", "N", "N", "N", "H", "H", "H", "H", "H", "H", "H", "H"],
  "positions_angstrom": [[-1.26061, 0.61816, 0.66932], [1.13409, -0.09787, 0.65807], [-0.24510, -0.33230, 0.00532], [1.49224, -0.60426, 1.85802], [0.14318, 0.36083, -1.50184], [1.64855, 0.63058, -0.21508], [-0.48770, -1.64134, -0.14618], [-0.53490, 1.34228, -1.93022], [2.47310, -0.59930, 2.09288], [0.98377, -1.43293, 2.13365], [-1.03233, -1.80092, -0.99731], [-0.48676, 1.42181, -2.94550], [0.68393, -0.35739, -2.12214], [-1.47068, 0.25762, 1.67580], [-2.16814, 0.60241, 0.06845], [-0.87263, 1.63261, 0.69676]],
  "nbo_charge": [-0.59, 0.34, 0.02, -0.80, 0.14, -0.29, -0.50, -0.67, 0.40, 0.41, 0.33, 0.35, 0.17, 0.22, 0.23, 0.24],
  "orbital_gap_ev": [8.708, 7.896],
  "e_lumo_ev": [-0.65, -1.00],
  "spin_multiplicity": 1,
  "homo_energy_ev": [-9.4, -8.9]
}


6.
{
  "formula": "C11H23N2",
  "method": "ωB97M-V/def2-TZVPD",
  "elements": ["C", "C", "C", "C", "C", "C", "C", "C", "C", "C", "C", "N", "N", "H", "H", "H", "H", "H", "H", "H", "H", "H", "H", "H", "H", "H", "H", "H", "H", "H", "H", "H", "H", "H", "H", "H"],
  "positions_angstrom": [[-0.31166, -1.45837, -0.95530], [-0.13429, -0.79713, 0.27358], [-1.40091, -0.77858, -1.74795], [-1.39503, 0.70424, -0.95513], [-2.74070, 1.30562, -0.77404], [-1.10300, -2.82946, 2.16107], [1.86477, 2.50948, 0.32755], [2.18093, 0.51248, -1.29522], [0.73007, -1.43851, 1.46021], [-0.23507, -1.71956, 2.69479], [1.89390, 1.90921, -1.03450], [1.47734, 2.82222, -1.93289], [-0.52574, 0.48228, 0.17902], [0.04652, -2.42563, -1.26106], [-1.04390, -0.60138, -2.71513], [-2.31175, -1.27402, -1.83148], [-0.90379, 1.39124, -1.66285], [-2.58692, 2.38328, -0.49560], [-3.52051, 0.90904, -0.06442], [-3.13946, 1.36902, -1.77225], [-1.55830, -2.45866, 1.25686], [-1.82120, -3.09947, 2.87231], [-0.46553, -3.79539, 1.92183], [2.14241, 1.84823, 1.15247], [2.37027, 3.54634, 0.51415], [0.76186, 2.74175, 0.52405], [3.11945, 0.23082, -0.74044], [2.38441, 0.37611, -2.42461], [1.33605, -0.28915, -1.04667], [1.44003, -0.72647, 1.75995], [1.03924, -2.37138, 1.09747], [-0.72170, -0.84841, 2.94881], [0.26340, -1.98033, 3.55644], [1.26444, 2.54562, -2.83405], [1.68402, 3.85042, -1.80956], [-0.62866, 1.08690, 1.05699]],
  "nbo_charge": [-0.35, 0.27, -0.41, -0.02, -0.63, -0.60, -0.72, -0.78, -0.42, -0.38, 0.51, -0.70, -0.65, 0.24, 0.20, 0.22, 0.16, 0.21, 0.23, 0.23, 0.21, 0.22, 0.20, 0.25, 0.27, 0.27, 0.29, 0.25, 0.35, 0.20, 0.23, 0.19, 0.21, 0.41, 0.44, 0.41],
  "orbital_gap_ev": 6.655,
  "total_charge": 1,
  "e_lumo_ev": -4.22,
  "spin_multiplicity": 1,
  "homo_energy_ev": -10.9
}